Entry 1:
C34H58N5O4P3SV as an isolated structure. Source: OMol25; level of theory: wB97M-V/def2-TZVPD.

Last column: Mulliken spin population.
CARTESIAN COORDINATES (ANGSTROEM)
V: -0.211 -0.759 1.303  1.16
O: 3.675 -0.903 0.439  0.00
C: 2.639 -0.579 0.940  -0.01
O: 1.430 -0.920 0.476  -0.08
C: 2.474 0.222 2.191  0.05
C: 3.428 0.882 2.942  -0.01
C: 2.998 1.555 4.086  0.01
C: 1.653 1.543 4.442  -0.01
C: 0.779 0.851 3.621  0.03
N: 1.199 0.222 2.544  -0.06
C: -0.701 0.717 3.754  0.00
O: -1.373 1.099 4.659  0.01
O: -1.200 0.075 2.671  -0.08
H: 4.464 0.869 2.634  0.00
H: 3.714 2.089 4.697  0.00
H: 1.278 2.056 5.318  0.00
C: 4.557 -5.786 -1.150  0.00
C: 3.124 -5.451 -1.313  0.00
N: 2.313 -5.988 -2.160  0.00
N: 1.128 -5.353 -1.949  0.00
C: 1.173 -4.425 -0.990  0.00
S: -0.124 -3.420 -0.579  0.00
N: 2.459 -4.499 -0.555  0.00
N: 2.997 -3.675 0.426  0.00
H: 4.792 -6.615 -1.812  0.00
H: 4.784 -6.082 -0.125  0.00
H: 5.188 -4.937 -1.414  0.00
H: 0.321 -5.579 -2.506  0.00
H: 3.551 -4.245 1.055  0.00
H: 3.586 -2.967 -0.002  0.00
C: -0.858 -2.280 4.547  0.01
P: -0.451 -2.776 2.849  -0.01
C: 0.878 -3.981 3.067  0.00
C: -1.915 -3.737 2.334  0.00
C: -3.064 -2.781 2.032  -0.01
P: -2.614 -1.496 0.795  -0.05
C: -3.034 -2.214 -0.819  -0.01
C: -3.862 -0.238 1.163  -0.01
H: -1.157 -3.165 5.111  0.00
H: -1.667 -1.553 4.573  0.00
H: 0.012 -1.848 5.043  0.00
H: 0.538 -4.753 3.759  0.00
H: 1.773 -3.510 3.472  0.00
H: 1.110 -4.426 2.101  0.00
H: -2.172 -4.433 3.137  0.00
H: -1.641 -4.319 1.454  0.00
H: -3.381 -2.246 2.931  0.00
H: -3.941 -3.314 1.659  0.00
H: -4.051 -1.928 -1.088  0.00
H: -2.974 -3.300 -0.756  0.00
H: -2.342 -1.888 -1.589  0.00
H: -4.827 -0.741 1.254  0.00
H: -3.939 0.516 0.386  0.00
H: -3.616 0.240 2.110  0.00
C: -3.325 2.450 -4.022  0.00
C: -2.495 1.176 -4.263  0.00
C: -1.979 0.579 -2.949  0.00
C: -1.539 1.716 -2.022  -0.01
C: -2.786 2.499 -1.560  0.00
C: -3.906 2.456 -2.611  0.00
P: -0.349 1.268 -0.676  0.06
C: -0.181 2.777 0.403  -0.01
C: 0.167 4.126 -0.274  0.00
C: -0.142 5.323 0.641  0.00
C: 0.080 4.953 2.100  0.00
C: -0.946 3.893 2.526  0.00
C: -1.376 3.011 1.343  0.01
C: 1.284 1.130 -1.579  -0.01
C: 1.486 -0.173 -2.374  0.00
C: 2.844 -0.124 -3.071  0.00
C: 2.844 0.923 -4.199  0.00
C: 1.757 1.973 -3.965  0.00
C: 1.653 2.346 -2.490  0.00
H: -4.121 2.526 -4.761  0.00
H: -2.705 3.340 -4.156  0.00
H: -1.646 1.402 -4.911  0.00
H: -3.089 0.425 -4.786  0.00
H: -1.189 -0.143 -3.151  0.00
H: -2.783 0.030 -2.456  0.00
H: -0.937 2.409 -2.620  0.00
H: -2.508 3.537 -1.372  0.00
H: -3.156 2.110 -0.612  0.00
H: -4.567 3.310 -2.463  0.00
H: -4.526 1.566 -2.471  0.00
H: 0.677 2.497 1.034  0.00
H: -0.385 4.239 -1.209  0.00
H: 1.226 4.140 -0.530  0.00
H: -1.175 5.653 0.504  0.00
H: 0.485 6.164 0.346  0.00
H: 0.009 5.827 2.746  0.00
H: 1.101 4.572 2.218  0.00
H: -1.832 4.374 2.942  0.00
H: -0.535 3.282 3.334  0.00
H: -2.162 3.519 0.787  0.00
H: -1.817 2.080 1.702  0.00
H: 2.006 1.118 -0.754  0.00
H: 0.714 -0.278 -3.137  0.00
H: 1.400 -1.048 -1.735  0.00
H: 3.094 -1.110 -3.464  0.00
H: 3.614 0.109 -2.328  0.00
H: 2.684 0.440 -5.164  0.00
H: 3.819 1.409 -4.257  0.00
H: 0.788 1.604 -4.315  0.00
H: 1.961 2.871 -4.550  0.00
H: 0.949 3.163 -2.386  0.00
H: 2.615 2.743 -2.155  0.00

Results
total charge: +2
energy above the lowest of the compared OMol25 structures with the same formula, charge and spin: 0.0 kJ/mol
electronic energy: -4270.98877 a.u.
spin multiplicity: 2
gap between HOMO and LUMO (alpha / beta): 6.234 / 6.659 eV
HOMO (alpha / beta): -13.36 / -13.36 eV
expectation value of S²: 0.77

---

Entry 2:
A 10-piece molecular cluster, C59H88B3F12N11O3 overall in a non-equilibrium geometry. Source: OMol25; level of theory: wB97M-V/def2-TZVPD.

Last column: Mulliken charge in e.
CARTESIAN COORDINATES (ANGSTROEM)
C: -2.739 2.697 1.893  -1.05
C: -4.240 2.576 1.821  0.58
O: -4.803 1.939 0.929  -0.43
N: -5.045 3.430 2.833  -0.14
H: -4.754 4.389 2.703  0.38
H: -6.020 3.319 2.595  0.38
C: -4.796 3.130 4.337  -0.79
H: -2.301 2.150 2.728  0.33
H: -2.488 3.740 2.084  0.33
H: -2.272 2.383 0.960  0.37
H: -5.132 2.167 4.722  0.33
H: -5.327 3.939 4.839  0.39
H: -3.736 3.208 4.581  0.32
C: -3.338 10.964 -2.831  -0.91
N: -2.332 9.868 -2.565  0.02
C: -1.086 10.140 -3.086  -0.24
C: -0.104 9.139 -2.991  -0.76
C: -0.377 7.931 -2.404  0.83
C: -1.587 7.767 -1.768  -0.59
C: -2.592 8.755 -1.815  -0.36
C: 0.599 6.817 -2.390  0.83
C: 1.840 7.102 -1.846  -0.76
C: 2.822 6.025 -1.840  -0.34
N: 2.483 4.751 -2.267  0.12
C: 1.296 4.502 -2.826  -0.50
C: 0.337 5.562 -2.891  -0.76
C: 3.453 3.667 -2.084  -1.03
H: -4.236 10.446 -3.168  0.41
H: -2.979 11.595 -3.645  0.36
H: -3.489 11.610 -1.966  0.34
H: -0.947 11.130 -3.497  0.46
H: 0.808 9.312 -3.542  0.51
H: -1.790 6.890 -1.170  0.50
H: -3.513 8.675 -1.256  0.45
H: 2.022 8.019 -1.305  0.55
H: 3.849 6.160 -1.532  0.45
H: 1.067 3.456 -2.968  0.71
H: -0.614 5.276 -3.315  0.55
H: 3.265 3.182 -1.126  0.35
H: 4.442 4.125 -2.073  0.35
H: 3.477 2.999 -2.946  0.41
C: -10.902 -9.182 2.142  -0.90
N: -10.044 -7.993 1.811  0.03
C: -8.976 -7.723 2.624  -0.13
C: -8.126 -6.698 2.300  -0.62
C: -8.352 -5.983 1.109  0.59
C: -9.548 -6.143 0.402  -0.45
C: -10.367 -7.198 0.744  -0.49
C: -7.373 -5.025 0.576  0.56
C: -6.078 -5.530 0.099  -0.65
C: -5.157 -4.687 -0.530  -0.61
N: -5.504 -3.397 -0.803  0.09
C: -6.631 -2.883 -0.270  0.00
C: -7.565 -3.662 0.453  -0.67
C: -4.534 -2.649 -1.505  -1.04
H: -10.389 -9.814 2.868  0.33
H: -10.913 -9.734 1.202  0.42
H: -11.896 -8.934 2.514  0.33
H: -8.788 -8.303 3.515  0.42
H: -7.238 -6.542 2.894  0.47
H: -9.690 -5.498 -0.452  0.55
H: -11.241 -7.422 0.150  0.48
H: -5.820 -6.578 0.121  0.54
H: -4.205 -5.037 -0.903  0.62
H: -6.768 -1.845 -0.535  0.46
H: -8.582 -3.316 0.559  0.54
H: -4.180 -3.157 -2.402  0.37
H: -3.654 -2.492 -0.881  0.45
H: -4.991 -1.719 -1.843  0.30
C: 1.730 -6.351 -5.089  -1.00
N: 2.425 -5.174 -5.503  0.07
C: 2.125 -3.962 -5.035  -0.44
C: 2.952 -2.852 -5.388  -0.94
C: 4.027 -3.009 -6.255  1.08
C: 4.269 -4.265 -6.839  -0.69
C: 3.377 -5.356 -6.448  -0.36
C: 4.854 -1.851 -6.580  1.02
C: 6.230 -2.065 -6.765  -0.80
C: 7.079 -1.066 -7.125  -0.22
N: 6.652 0.179 -7.167  0.04
C: 5.309 0.475 -7.051  -0.43
C: 4.424 -0.556 -6.738  -0.93
C: 7.589 1.319 -7.297  -0.85
H: 1.340 -6.969 -5.897  0.41
H: 0.833 -6.107 -4.521  0.32
H: 2.392 -7.033 -4.556  0.41
H: 1.259 -3.864 -4.398  0.51
H: 2.700 -1.917 -4.910  0.56
H: 5.096 -4.540 -7.477  0.54
H: 3.559 -6.385 -6.720  0.48
H: 6.758 -2.973 -6.513  0.44
H: 8.132 -1.239 -7.295  0.39
H: 5.001 1.508 -6.994  0.47
H: 3.356 -0.407 -6.678  0.86
H: 7.124 2.132 -7.854  0.35
H: 8.534 0.948 -7.694  0.31
H: 7.833 1.664 -6.292  0.37
C: -0.104 9.468 5.198  -0.90
N: 0.460 8.219 4.765  -0.04
C: -0.022 7.051 5.231  -0.21
C: 0.747 5.867 4.995  -0.70
C: 2.055 5.954 4.509  0.64
C: 2.416 7.216 3.936  -0.60
C: 1.630 8.338 4.082  -0.52
C: 3.077 4.932 4.665  0.82
C: 2.901 3.605 4.199  -0.82
C: 3.910 2.678 4.280  -0.37
N: 5.109 3.062 4.810  0.06
C: 5.290 4.318 5.304  -0.26
C: 4.281 5.252 5.246  -0.63
C: 6.217 2.084 4.968  -0.91
H: 0.525 9.916 5.967  0.40
H: -1.110 9.394 5.612  0.33
H: -0.065 10.106 4.316  0.36
H: -0.834 7.054 5.943  0.45
H: 0.567 4.963 5.559  0.53
H: 3.368 7.321 3.436  0.61
H: 1.964 9.358 3.966  0.53
H: 1.976 3.238 3.777  0.55
H: 3.946 1.666 3.906  0.57
H: 6.271 4.570 5.679  0.43
H: 4.468 6.264 5.575  0.59
H: 6.018 1.402 5.795  0.37
H: 7.169 2.499 5.297  0.35
H: 6.364 1.582 4.012  0.36
C: -1.290 -5.466 4.889  -1.41
C: -1.362 -3.941 4.708  0.11
C: -2.808 -3.463 4.575  -0.81
O: -3.784 -3.681 5.592  -0.32
C: -5.070 -3.133 5.320  -0.54
N: -0.746 -3.418 5.963  -0.25
H: -0.884 -2.440 6.173  0.32
H: -1.159 -3.897 6.751  0.37
H: 0.247 -3.589 6.031  0.35
H: -0.284 -5.868 5.004  0.45
H: -1.853 -5.945 4.088  0.34
H: -1.827 -5.788 5.782  0.49
H: -0.712 -3.536 3.932  0.33
H: -3.295 -3.804 3.661  0.53
H: -2.798 -2.375 4.517  0.33
H: -5.678 -3.351 6.197  0.30
H: -5.490 -3.595 4.426  0.18
H: -4.974 -2.067 5.110  0.22
C: 5.764 -6.290 0.395  -1.49
C: 5.620 -4.767 0.128  0.31
C: 5.818 -4.433 -1.364  -0.83
O: 5.660 -3.087 -1.720  -0.19
C: 6.710 -2.262 -1.255  -0.82
N: 4.304 -4.165 0.671  -0.09
H: 4.268 -3.885 1.640  0.40
H: 3.912 -3.343 0.234  0.26
H: 3.506 -4.781 0.619  0.22
H: 5.859 -6.594 1.437  0.43
H: 6.746 -6.629 0.064  0.41
H: 4.914 -6.849 0.003  0.39
H: 6.374 -4.235 0.708  0.28
H: 5.025 -4.952 -1.902  0.33
H: 6.746 -4.875 -1.727  0.47
H: 7.766 -2.419 -1.475  0.39
H: 6.574 -1.976 -0.212  0.29
H: 6.548 -1.386 -1.884  0.25
B: 0.166 -6.165 0.230  0.56
F: 0.927 -6.709 1.271  -0.42
F: 1.080 -6.163 -0.832  -0.35
F: -0.911 -7.088 -0.062  -0.39
F: -0.276 -4.895 0.551  -0.37
B: -0.759 0.763 -6.529  0.55
F: 0.201 1.736 -6.526  -0.42
F: -0.344 -0.236 -7.232  -0.31
F: -0.932 0.428 -5.194  -0.43
F: -1.925 1.245 -7.052  -0.37
B: 1.437 -0.012 0.107  0.50
F: 2.699 -0.550 0.072  -0.37
F: 1.492 1.377 0.422  -0.40
F: 0.964 -0.190 -1.166  -0.34
F: 0.677 -0.706 1.040  -0.36

Results
total charge: +8
electronic energy: -4399.14547 a.u.
gap between HOMO and LUMO: 4.318 eV
HOMO: -19.91 eV

---

Entry 3:
One molecule with the formula C3H6O2 in a non-equilibrium geometry. Source: OMol25; level of theory: wB97M-V/def2-TZVPD.

Last column: natural (NBO) charge in e.
CARTESIAN COORDINATES (ANGSTROEM)
C: 1.524 -0.099 -0.009  -0.73
C: 0.111 0.478 -0.200  0.55
O: -0.097 1.662 -0.068  -0.55
C: -1.024 -0.464 -0.077  -0.18
O: -2.261 0.243 -0.004  -0.71
H: 1.864 -0.752 -0.880  0.24
H: 1.504 -0.837 0.941  0.24
H: 2.324 0.826 0.251  0.25
H: -1.114 -1.094 -1.014  0.20
H: -0.831 -1.140 0.777  0.19
H: -1.999 1.178 0.283  0.49

Results
total charge: 0
energy above the lowest of the compared OMol25 structures with the same formula, charge and spin: 151.9 kJ/mol
electronic energy: -268.34737 a.u.
structure (SMILES): CC(=O)CO
gap between HOMO and LUMO: 11.025 eV
HOMO: -10.38 eV

---

Entry 4:
C23H24FeN2O as an isolated structure in a non-equilibrium geometry. Source: OMol25; level of theory: wB97M-V/def2-TZVPD.

Last column: Mulliken spin population.
CARTESIAN COORDINATES (ANGSTROEM)
C: 2.964 0.055 2.259  0.01
C: 1.561 0.454 2.159  0.00
N: 0.561 -0.461 2.013  0.00
C: -0.591 0.253 1.959  0.00
C: -1.934 -0.318 1.720  0.00
C: -0.254 1.624 2.111  0.01
N: 1.095 1.745 2.186  0.02
H: 3.586 0.893 2.579  -0.01
H: 3.045 -0.751 2.996  0.00
H: 3.316 -0.324 1.293  0.00
H: -2.649 0.503 1.582  0.00
H: -1.936 -0.944 0.818  0.00
H: -2.264 -0.936 2.566  0.00
H: -0.986 2.419 2.157  0.00
C: 1.244 1.933 8.824  0.01
O: 2.380 1.681 7.971  0.02
C: 2.401 2.220 6.722  0.20
C: 3.641 2.145 6.039  -0.11
C: 3.754 2.668 4.778  0.15
C: 2.642 3.288 4.122  -0.04
C: 2.795 3.743 2.792  0.31
C: 1.970 4.704 2.094  0.08
C: 2.494 5.864 1.342  0.07
C: 1.433 6.440 0.564  0.07
C: 0.234 5.649 0.774  0.02
C: 0.553 4.635 1.740  0.08
Fe: 1.723 4.525 0.125  2.69
C: 2.652 2.807 -0.241  0.16
C: 3.431 3.954 -0.672  -0.05
C: 2.627 4.704 -1.619  0.06
C: 1.350 4.033 -1.757  -0.02
C: 1.364 2.860 -0.903  0.06
C: 1.412 3.372 4.836  0.21
C: 1.281 2.839 6.103  -0.10
H: 1.586 1.631 9.814  0.00
H: 0.970 2.998 8.821  0.00
H: 0.387 1.316 8.523  0.00
H: 4.472 1.647 6.539  -0.01
H: 4.704 2.599 4.243  0.00
H: 3.777 3.564 2.331  -0.01
H: 3.500 6.243 1.491  0.01
H: 1.473 7.356 -0.018  0.04
H: -0.754 5.849 0.371  0.00
H: -0.157 4.019 2.261  -0.07
H: 3.018 1.984 0.360  0.00
H: 4.465 4.148 -0.401  -0.01
H: 2.963 5.564 -2.193  0.01
H: 0.565 4.287 -2.462  0.04
H: 0.605 2.086 -0.864  0.01
H: 0.544 3.816 4.349  0.07
H: 0.320 2.888 6.623  -0.01

Results
total charge: -2
energy above the lowest of the compared OMol25 structures with the same formula, charge and spin: 0.0 kJ/mol
electronic energy: -2339.03226 a.u.
spin multiplicity: 5
gap between HOMO and LUMO (alpha / beta): 2.784 / 4.511 eV
HOMO (alpha / beta): 1.75 / 0.02 eV
expectation value of S²: 6.14

---

Entry 5:
A 2-piece molecular cluster, C3H6N2O overall in a non-equilibrium geometry. Source: OMol25; level of theory: wB97M-V/def2-TZVPD.

Last column: natural (NBO) charge in e.
CARTESIAN COORDINATES (ANGSTROEM)
C: 1.326 -0.172 -0.240  -0.71
C: 0.767 -1.376 0.499  0.26
N: 0.859 -2.362 1.065  -0.32
H: 1.381 -0.439 -1.263  0.25
H: 0.798 0.843 -0.028  0.25
H: 2.285 -0.133 0.140  0.25
C: -1.131 0.825 0.323  -0.55
N: -1.277 -0.349 -0.557  0.16
O: -1.667 -0.177 -1.637  -0.25
H: -2.073 0.939 0.912  0.25
H: -0.324 0.566 1.012  0.22
H: -0.944 1.834 -0.225  0.21

Results
total charge: 0
energy above the lowest of the compared OMol25 structures with the same formula, charge and spin: 504.1 kJ/mol
electronic energy: -302.50109 a.u.
structure (SMILES): CC#N.CN=O
gap between HOMO and LUMO: 9.056 eV
HOMO: -9.24 eV

---

Entry 6:
A 2-piece molecular cluster, C11H17N4 overall in a non-equilibrium geometry. Source: OMol25; level of theory: wB97M-V/def2-TZVPD.

Last column: natural (NBO) charge in e.
CARTESIAN COORDINATES (ANGSTROEM)
C: -3.115 -0.604 0.511  -0.63
C: -0.364 1.993 0.052  0.15
C: -1.134 0.918 -0.493  -0.12
C: -2.002 0.447 0.526  -0.08
C: -1.650 1.155 1.750  -0.06
C: 0.634 2.718 -0.555  -0.25
C: 0.934 2.244 -1.828  -0.21
C: -0.887 0.590 -1.864  -0.23
C: 0.088 1.353 -2.519  -0.22
N: -0.770 2.210 1.353  -0.51
H: -0.304 2.797 1.939  0.40
H: 1.009 3.597 -0.174  0.23
H: -2.041 1.333 2.722  0.22
H: 1.821 2.484 -2.382  0.22
H: -1.647 0.141 -2.436  0.22
H: -4.100 -0.231 0.819  0.24
H: -2.912 -1.406 1.119  0.20
H: 0.435 1.116 -3.516  0.22
H: -3.033 -1.066 -0.458  0.22
C: -0.187 -2.228 0.358  -0.45
C: 2.013 -1.372 0.636  0.71
N: 0.862 -1.552 1.182  -0.54
N: 2.441 -2.226 -0.399  -0.83
N: 3.034 -0.477 1.014  -0.79
H: 0.561 -1.338 2.043  0.43
H: 1.889 -3.100 -0.712  0.43
H: 3.235 -2.184 -1.092  0.44
H: 2.748 0.393 1.497  0.43
H: 3.893 -0.538 0.348  0.44
H: 0.051 -3.294 0.202  0.21
H: -0.391 -1.643 -0.635  0.26
H: -1.108 -2.229 0.993  0.24

Results
total charge: +1
energy above the lowest of the compared OMol25 structures with the same formula, charge and spin: 250.5 kJ/mol
electronic energy: -648.09799 a.u.
gap between HOMO and LUMO: 7.820 eV
HOMO: -10.66 eV